ORCA calculation (wB97M-V/def2-TZVPD) on C18H27CaN2O4P2S2 as an isolated structure in a non-equilibrium geometry.

Structure (XYZ):
```
56
Properties=species:S:1:pos:R:3:forces:R:3:mulliken_charge:R:1
Ca 0.3950 0.7989 0.2671 0.3 -1.0 -3.3 1.037
P 2.4213 -1.0732 -0.0228 0.4 -0.5 -0.4 0.839
C 2.3512 -1.3085 -1.7533 0.0 1.5 -0.3 -1.067
C 1.1603 -1.3073 -2.5138 0.3 -0.4 0.1 0.610
N 0.0139 -0.6440 -2.1175 0.5 -0.4 0.7 0.425
C -1.1513 -1.0337 -2.6631 -0.1 -0.3 -0.3 0.288
C -1.2505 -1.9752 -3.6905 -1.3 0.8 0.6 -0.896
C -0.0856 -2.4989 -4.2293 1.0 0.2 -0.1 -0.491
C 1.1263 -2.1470 -3.6630 -0.6 0.0 -0.9 -1.020
C -2.4331 -0.4682 -2.0919 0.0 0.0 0.0 -0.888
P -2.3756 1.2167 -1.3339 -0.4 -0.1 -0.6 0.645
H 2.0740 -2.4909 -4.0779 -0.3 -0.1 0.2 0.423
H -2.2564 -2.2105 -4.0868 0.8 0.1 0.2 0.391
H -0.1548 -3.1471 -5.0970 0.2 0.0 0.1 0.418
H -3.1750 -0.4288 -2.8956 -0.1 -0.1 0.2 0.498
H -2.8167 -1.1336 -1.3039 0.1 0.0 -0.2 0.368
H 2.8544 3.2215 -2.9113 -0.8 -1.3 0.7 0.287
H 3.3319 -1.3509 -2.2346 -0.4 -0.5 -0.2 0.308
H -0.7314 6.0508 -1.1252 0.0 0.6 0.3 0.312
O 2.4445 2.4127 -2.4900 -1.0 0.9 -1.2 -0.582
H 1.5920 2.2611 -2.9962 1.6 0.3 0.7 0.316
H 1.2258 2.4420 2.0318 0.1 0.0 1.0 0.377
O -0.7380 5.2464 -1.6320 0.1 -0.7 -0.2 -0.596
H -1.3048 4.6451 -1.1416 -0.1 0.0 0.0 0.281
C -2.9442 2.1802 -2.7973 0.5 0.4 -0.1 -1.394
H -3.8844 1.7757 -3.1956 0.3 0.1 0.1 0.434
H -3.0940 3.2320 -2.5206 0.0 -0.2 -0.1 0.430
H -2.1727 2.1430 -3.5749 -0.2 0.1 0.1 0.359
C -3.9939 1.1749 -0.4660 0.1 0.2 0.5 -1.316
H -4.0610 2.0597 0.1784 -0.1 -0.2 -0.1 0.366
H -4.8368 1.1841 -1.1689 0.2 -0.1 0.2 0.422
H -4.0508 0.2878 0.1720 0.0 0.1 0.0 0.346
C 2.6402 -2.8303 0.5248 -0.2 0.1 0.5 -1.257
H 3.7119 -3.0943 0.5277 -0.5 0.0 0.0 0.398
H 2.1953 -2.9329 1.5236 0.3 -0.3 -0.1 0.251
H 2.0981 -3.4742 -0.1912 0.2 0.3 0.4 0.343
C 4.0837 -0.3612 0.2488 -0.1 0.1 0.2 -1.383
H 4.1803 -0.0689 1.3059 0.2 -0.1 -0.4 0.355
H 4.8509 -1.0992 -0.0190 -0.1 0.3 0.0 0.422
H 4.1564 0.5244 -0.3976 0.2 -0.2 0.2 0.303
O -1.2811 2.8655 2.9117 1.3 -1.7 0.4 -0.604
S -0.6969 1.5389 2.9372 -0.4 -2.1 -1.9 1.074
O 1.0586 1.5974 2.5164 -1.7 1.3 -0.1 -0.641
N -1.1397 0.5027 1.8096 -1.5 1.9 0.7 -0.664
C -0.9970 -0.8405 2.1481 0.4 -0.2 -2.2 0.358
S -0.7111 -1.9062 0.8823 -0.8 0.6 1.4 -0.036
C -0.7576 -0.9766 3.5495 1.6 0.3 1.1 0.552
C -0.1245 -2.0802 4.1515 -0.4 0.3 0.0 -0.606
C 0.5484 -1.8977 5.3612 -0.1 -0.2 0.2 -0.457
C 0.6600 -0.6283 5.9421 0.2 0.3 0.0 -0.536
C 0.1198 0.4934 5.3127 -0.3 -0.4 0.3 -0.580
C -0.6161 0.3126 4.1504 0.9 -0.4 1.4 0.088
H -0.0630 -3.0301 3.6036 -0.3 0.4 0.3 0.459
H 1.0327 -2.7583 5.8469 -0.2 0.5 -0.3 0.382
H 1.2861 -0.4677 6.8234 -0.4 -0.2 -0.2 0.385
H 0.2847 1.4967 5.6758 0.1 0.0 0.2 0.463
```
Forces are in eV/Å.

Multiplicity = 1
E_HOMO (spin up / spin down) = -0.314 / -0.292 Ha
Frontier orbital gap (spin up / spin down) = 3.42 / 2.41 eV
Net charge = +1
LUMO level (spin up / spin down) = -5.11 / -5.53 eV

ORCA calculation (wB97M-V/def2-TZVPD) on C18H27CaO16 as an isolated structure in a non-equilibrium geometry.

Structure (XYZ):
```
62
Properties=species:S:1:pos:R:3:forces:R:3:mulliken_charge:R:1
Ca -0.5636 -1.9290 0.4528 0.5 -0.6 0.0 1.548
C -6.2691 -1.8106 5.9660 -1.3 1.1 1.1 -0.771
C -4.9916 -1.9142 5.1991 0.7 -0.8 -0.8 0.542
O -4.9363 -1.7464 3.9833 -1.1 1.2 -2.7 -0.767
O -4.0356 -2.3464 5.8298 1.4 -0.5 2.3 -0.704
H -7.0773 -1.1257 5.7096 0.0 0.0 -1.3 0.318
H -6.0214 -1.3386 6.9168 0.2 -1.0 0.7 0.237
H -6.7091 -2.8072 6.0016 0.1 0.0 0.6 0.156
C -2.4077 -4.4450 -7.0358 -0.6 -0.8 -1.5 -0.824
C -1.4824 -4.6058 -5.8517 1.5 0.1 1.6 0.539
O -1.8327 -4.1927 -4.7276 -1.6 1.0 0.4 -0.747
O -0.4125 -5.2211 -5.9936 0.3 -0.5 -1.6 -0.702
H -2.9727 -5.3771 -7.0294 -0.6 0.0 0.2 0.182
H -1.9526 -4.5508 -8.0205 0.8 0.2 0.1 0.298
H -3.1006 -3.6129 -7.1603 0.0 0.2 0.8 0.274
C 5.0660 0.8347 -1.7379 0.5 0.5 -1.2 -0.783
C 4.9339 -0.6387 -2.1190 1.8 -1.7 -0.3 0.584
O 3.9811 -1.2326 -1.6332 -2.8 -0.6 1.4 -0.632
O 5.7378 -1.2762 -2.8709 0.2 2.1 0.3 -0.721
H 4.1070 1.2768 -2.0079 0.1 0.3 -0.3 0.185
H 5.8863 1.1996 -2.3558 -0.1 0.5 -0.1 0.256
H 5.2492 1.1985 -0.7269 0.1 -1.0 0.3 0.260
C -0.4932 -9.2509 -0.0678 -1.3 -1.1 0.1 -0.736
C 0.2823 -8.1788 0.6167 -1.3 0.9 1.6 0.585
O -0.2151 -7.5063 1.5733 -0.9 -0.2 -0.2 -0.724
O 1.4083 -8.0088 0.2253 3.1 0.4 -1.3 -0.619
H -1.1717 -8.8969 -0.8439 0.3 0.3 -0.3 0.196
H -1.1770 -9.7397 0.6262 0.1 -0.2 0.3 0.253
H 0.2109 -9.9821 -0.4649 -0.1 0.0 -0.2 0.247
C 6.0976 -1.7375 5.1226 3.2 2.4 0.3 -0.770
C 4.9748 -2.6099 4.9791 -3.3 -3.5 -1.2 0.566
O 3.8152 -2.1000 4.9637 0.6 0.2 0.2 -0.729
O 5.1948 -3.8677 4.8596 0.2 1.6 0.4 -0.721
H 6.0644 -0.7573 4.6470 -0.9 0.1 -0.1 0.281
H 7.0422 -2.1036 4.7203 0.0 -0.7 0.3 0.277
H 6.2393 -1.5022 6.1774 0.1 -0.1 0.2 0.169
C 1.0334 6.1080 7.4749 -0.3 -1.0 0.5 -1.372
C -0.0582 5.2327 6.8432 -1.3 1.4 0.4 0.371
C -1.2227 6.0284 6.1876 0.7 2.0 1.3 -0.397
O -1.0409 5.8265 4.8424 -0.6 -1.2 -2.3 -0.325
C -0.2744 4.7301 4.6935 0.7 -3.1 -7.4 0.694
O -0.1436 4.0052 3.6307 -1.1 3.9 5.1 -0.612
O 0.4739 4.5816 5.7259 1.5 -1.7 1.5 -0.282
H 0.6527 6.7508 8.2685 -0.2 -0.1 0.0 0.379
H 1.5794 6.7331 6.7683 -0.3 -0.2 -0.3 0.348
H 1.7229 5.3961 7.9287 0.3 0.3 0.1 0.367
H -0.5435 4.5027 7.4909 0.7 -0.1 0.4 0.297
H -0.9951 7.0832 6.3418 -0.4 0.2 0.3 0.221
H -2.2645 5.8472 6.4520 0.2 -0.5 0.4 0.311
C -2.1312 3.6626 -9.0838 -0.9 -1.7 0.6 -1.315
C -0.8601 3.5002 -8.2481 -1.3 3.0 0.7 0.382
C -0.7540 4.7590 -7.2647 1.5 -0.1 -2.5 -0.447
O -1.3262 4.3650 -6.0618 -0.1 -1.5 -0.1 -0.298
C -1.3204 2.9808 -6.0064 0.0 -1.3 2.9 0.582
O -1.5219 2.3911 -4.9238 0.7 1.9 -5.2 -0.517
O -0.9929 2.4500 -7.2910 -0.5 0.3 1.8 -0.316
H -2.2227 2.7276 -9.6365 -0.3 -0.1 -0.2 0.335
H -2.3175 4.4662 -9.7963 0.9 0.3 0.2 0.361
H -2.9639 3.6767 -8.3806 -0.2 0.0 0.0 0.331
H -0.0715 3.4016 -8.9942 0.7 -0.4 1.0 0.317
H -1.1991 5.6496 -7.7082 -0.7 -0.2 0.3 0.306
H 0.2936 5.0466 -7.1759 0.2 -0.3 0.6 0.277
```
Forces are in eV/Å.

Multiplicity = 1
E_HOMO = -0.035 Ha
Relative energy (zero: lowest compared OMol25 entry of this formula, charge and spin) = 0.0 kJ/mol
Frontier orbital gap = 2.01 eV
Net charge = -3
LUMO level = 1.07 eV

ORCA calculation (wB97M-V/def2-TZVPD) on C18H27ClN3O3S as an isolated structure in a non-equilibrium geometry.

Structure (XYZ):
```
53
Properties=species:S:1:pos:R:3:forces:R:3:mulliken_charge:R:1
C 2.4227 -3.7213 1.3171 -0.9 0.6 0.4 -0.083
C 1.8831 -3.4474 0.2715 -0.3 -0.1 -0.8 -0.325
C 1.1880 -3.0773 -1.0412 0.5 -0.2 1.4 -0.823
C -0.0722 -2.2360 -0.6969 0.4 0.6 0.1 -0.153
C -1.4474 -2.7208 -0.9996 -0.1 1.4 0.7 1.037
Cl -1.6325 -4.2731 -1.8094 0.3 0.9 0.4 -0.265
C -2.5665 -1.9488 -0.6789 0.6 0.0 -0.1 -0.508
C -4.0466 -2.2861 -0.9558 0.2 0.2 1.1 -0.652
C -4.4843 -3.7513 -0.6226 -0.5 -0.3 -1.7 -0.836
C -6.0429 -3.8035 -0.4536 0.3 0.5 0.3 -0.760
C -6.4991 -3.5427 1.0277 0.2 0.7 -0.9 -0.512
O -5.6586 -4.1445 2.0128 -0.4 0.0 -0.3 -0.536
C -2.2840 -0.6542 -0.0390 0.7 1.4 0.5 0.934
N -3.2029 0.2640 0.3270 0.7 -0.1 0.0 -0.598
S -2.4567 1.5555 0.9742 0.5 -1.0 -0.3 0.111
N -0.8587 1.0815 0.8690 -1.7 -0.7 -0.7 -0.590
C -0.9338 -0.1171 0.2786 0.4 -2.0 -0.7 0.239
C 0.1797 -0.9977 -0.0966 -1.0 -0.4 -0.4 0.179
O 1.4881 -0.5700 0.1288 -0.6 0.1 -0.5 -0.538
H 2.5811 -3.7475 2.3968 0.3 -0.3 -1.0 0.355
H 1.9379 -2.4841 -1.6133 -0.8 -0.4 0.1 0.261
H 0.9174 -3.9998 -1.5880 0.2 0.6 0.2 0.380
H -4.6433 -1.6181 -0.2854 0.5 -0.3 -0.6 0.364
H -4.3221 -1.9767 -1.9903 0.2 -0.5 0.6 0.256
H -3.9205 -4.2254 0.2057 -0.4 0.5 -0.3 0.617
H -4.2590 -4.3625 -1.5283 -0.1 0.3 0.8 0.353
H -6.4850 -4.7318 -0.8723 0.5 0.4 0.4 0.418
H -6.4447 -2.9568 -1.0668 0.1 -0.7 0.4 0.320
H -7.5449 -3.9093 1.1250 0.8 0.2 0.3 0.357
H -6.4806 -2.4326 1.1797 -0.3 -0.8 0.0 0.243
H -4.8527 -3.6152 2.0757 -0.3 -0.2 0.0 0.325
H 1.7135 -0.0254 -0.6440 0.0 -0.1 0.4 0.308
C 3.8319 2.5514 -0.8658 0.4 -0.1 0.1 -1.204
N 4.2063 3.7780 -0.0721 -0.1 0.0 -0.1 -0.006
C 5.2338 4.5421 -0.8615 -0.2 0.0 0.2 -0.869
C 4.8075 3.3607 1.2357 -0.2 0.1 -0.1 -0.878
C 3.0044 4.6974 0.1366 -0.1 -0.3 0.0 -0.592
C 1.8614 4.0989 0.9385 -0.2 -0.4 0.0 -0.517
O 1.3420 2.9500 0.2929 0.2 0.2 0.2 -0.406
H 4.7538 2.0773 -1.2039 0.0 0.1 0.0 0.405
H 3.2990 1.8585 -0.2244 -0.2 0.2 -0.1 0.604
H 3.2331 2.8575 -1.7190 -0.1 -0.1 0.1 0.384
H 6.1018 3.9031 -1.0109 -0.1 0.0 0.0 0.387
H 5.5135 5.4307 -0.2985 0.0 0.0 -0.1 0.389
H 4.7970 4.8195 -1.8190 0.0 0.0 0.0 0.389
H 4.0864 2.7576 1.7819 0.0 0.0 0.0 0.362
H 5.0641 4.2560 1.8001 0.0 -0.1 0.0 0.360
H 5.6984 2.7699 1.0313 0.0 0.0 0.0 0.388
H 2.6590 4.9718 -0.8614 0.0 0.0 0.0 0.399
H 3.3806 5.5875 0.6414 0.0 0.0 0.0 0.379
H 1.0629 4.8435 1.0190 0.3 0.3 0.0 0.437
H 2.1806 3.8365 1.9516 0.1 0.2 0.0 0.388
H 0.7102 2.5282 0.8997 -0.1 -0.3 -0.4 0.322
```
Forces are in eV/Å.

Multiplicity = 1
E_HOMO = -0.402 Ha
Frontier orbital gap = 7.90 eV
Net charge = +1
LUMO level = -3.05 eV

ORCA calculation (wB97M-V/def2-TZVPD) on a 3-piece molecular cluster, C18H27N3O10PS overall in a non-equilibrium geometry.

Structure (XYZ):
```
60
Properties=species:S:1:pos:R:3:forces:R:3:mulliken_charge:R:1
C -0.6269 1.2550 1.0880 -0.1 0.0 0.0 -0.263
O -1.9391 0.7029 1.1202 0.2 -0.1 -0.3 -0.421
C -1.9619 -0.6810 0.8397 -0.4 0.3 0.7 -0.328
C -1.3633 -1.5235 1.9775 0.3 -0.4 -0.2 -0.787
C -0.2882 -2.4701 1.4410 -0.3 0.1 0.2 -0.143
C 0.1114 -3.5015 2.4984 0.4 0.4 0.1 -1.124
C 1.3073 -4.3312 2.1369 -0.9 0.2 0.1 0.891
C 2.3963 -4.3709 2.9709 0.1 -0.2 -0.3 -0.324
C 3.4753 -5.1627 2.6019 -0.2 0.8 0.5 -0.346
P 4.9604 -5.3547 3.6321 0.5 -1.4 0.5 0.953
O 5.2726 -6.7745 3.7268 0.1 0.0 -0.4 -0.604
O 6.1227 -4.4563 3.0233 -0.8 0.1 -0.2 -0.498
O 4.5044 -4.6882 4.9892 0.3 0.4 -0.3 -0.471
N 3.3912 -5.8355 1.4703 0.6 -0.3 0.0 0.455
N 2.3980 -5.8278 0.6138 0.0 0.0 0.0 -0.972
C 1.3603 -5.0793 0.9304 -0.2 -0.4 0.1 0.601
N 0.2820 -5.0990 0.0484 0.7 0.3 -0.2 -0.462
C 0.4312 -4.5101 -1.0271 -0.1 0.1 0.0 0.572
S 0.5808 -3.6505 -2.2887 -0.2 -0.2 0.0 -0.232
H 0.0945 0.5393 0.6873 0.1 -0.1 0.0 0.276
H -0.3112 1.5514 2.0891 0.0 0.0 0.1 0.295
H -0.6325 2.1368 0.4554 0.0 0.0 0.0 -0.150
H -1.4904 -0.9026 -0.1217 0.1 0.0 0.0 0.124
H -3.0161 -0.9351 0.7577 -0.1 0.0 -0.2 0.300
H -0.9458 -0.9013 2.7676 -0.1 0.2 0.0 0.325
H -2.1503 -2.1242 2.4348 -0.1 0.0 0.1 0.441
H 0.5891 -1.8884 1.1488 0.1 0.0 -0.1 0.301
H -0.6968 -2.9365 0.5521 0.1 -0.1 -0.1 0.228
H -0.7345 -4.1277 2.7858 0.0 -0.2 -0.2 0.465
H 0.3920 -2.9443 3.3932 -0.1 0.0 0.2 0.317
H 2.4144 -3.8217 3.8986 0.0 0.1 0.1 0.602
H 5.8575 -4.0314 2.1951 0.4 0.2 0.1 0.377
H 5.2773 -4.5677 5.5679 -0.3 0.1 0.2 0.359
H 4.1638 -6.4551 1.2282 -0.2 -0.1 -0.1 0.284
C -3.3219 3.3957 -2.9986 0.3 0.0 0.0 -1.189
C -3.3658 1.8974 -3.1321 -0.1 0.3 0.1 0.441
C -3.8792 1.1635 -1.9138 -0.2 0.0 0.0 -0.360
O -3.2124 -0.1062 -2.0307 0.0 0.0 0.0 -0.329
C -2.0616 0.1013 -2.7042 0.0 0.1 0.0 0.703
O -1.1854 -0.7054 -2.7966 0.1 0.0 0.0 -0.557
O -2.0353 1.3354 -3.2431 -0.1 -0.2 0.0 -0.348
H -2.7965 3.8416 -3.8429 -0.1 0.0 -0.1 0.348
H -4.3315 3.8045 -2.9602 0.0 -0.1 0.0 0.410
H -2.7894 3.6832 -2.0942 -0.1 0.0 0.1 0.078
H -3.9205 1.6053 -4.0279 0.0 -0.1 0.0 0.265
H -4.9569 1.0236 -1.9113 0.0 -0.2 0.0 0.347
H -3.5675 1.6322 -0.9773 0.1 0.0 0.0 0.243
C 0.1336 6.8685 -3.5863 -0.2 -0.2 -0.1 -1.488
C -0.0543 6.5958 -2.1171 0.1 0.1 -0.3 0.482
C 1.1614 6.0572 -1.3962 0.1 0.1 0.1 -0.513
O 0.5663 5.2937 -0.3349 0.0 0.0 -0.1 -0.345
C -0.6525 4.8934 -0.7565 0.0 0.0 0.0 0.583
O -1.3290 4.0872 -0.1975 0.0 0.1 -0.1 -0.561
O -0.9956 5.5216 -1.9005 0.1 0.1 0.1 -0.238
H -0.8214 7.0992 -4.0564 0.0 0.1 0.0 0.356
H 0.8071 7.7124 -3.7325 0.0 0.0 0.0 0.404
H 0.5455 5.9947 -4.0928 0.0 0.0 0.0 0.344
H -0.4466 7.4823 -1.6124 0.0 0.0 0.1 0.279
H 1.8075 6.8308 -0.9910 -0.1 0.0 0.2 0.310
H 1.7491 5.3802 -2.0200 0.0 0.0 -0.1 0.296
```
Forces are in eV/Å.

Multiplicity = 1
E_HOMO = -0.421 Ha
Relative energy (zero: lowest compared OMol25 entry of this formula, charge and spin) = 0.0 kJ/mol
Frontier orbital gap = 6.66 eV
Net charge = +1
LUMO level = -4.80 eV

multiplicity of number 2 (C18H27CaO16)?
1

What is the formula in the second record?
C18H27CaO16